Below is 2 unconnected molecules or ions with the total composition C5H8O5 at a distorted geometry, with properties calculated with ωB97M-V with the def2-TZVPD basis set.

## Properties
**Energy relative to the best compared isomer or geometry (same formula, charge and spin)**: 127.4 kJ/mol
**LUMO level**: 0.42 eV
**HOMO-LUMO gap**: 0.3987 hartree
**E_tot**: -15551.451 eV
**Net charge**: 0
**Max |F|**: 0.029 hartree/bohr
**Structure (SMILES)**: O=CO[C@H]1CC(=O)CO1.O

Positions of all 18 atoms, in Å:
O (-0.6775, -0.8869, -3.4258)
C (-1.0819, -0.8334, -2.2978)
O (-0.2369, -0.9295, -1.2423)
C (-0.7688, -1.1629, 0.0607)
C (0.3828, -1.4620, 1.0064)
C (0.7348, -0.0964, 1.5577)
O (1.7661, 0.2370, 2.0831)
C (-0.4046, 0.8353, 1.1815)
O (-1.3696, 0.0025, 0.5553)
H (-2.1529, -0.8946, -2.0253)
H (-1.5409, -1.9393, 0.0043)
H (0.0319, -2.0842, 1.8432)
H (1.2347, -1.9594, 0.5320)
H (-0.8445, 1.3103, 2.0671)
H (-0.0449, 1.6119, 0.4880)
O (1.7502, 2.9664, -1.1110)
H (1.9608, 2.0193, -0.9380)
H (1.2612, 3.2658, -0.3393)

***

Below is a molecular structure, C22H49HoN2OP3S at a distorted geometry, with properties calculated with ωB97M-V with the def2-TZVPD basis set.

## Properties
**Energy relative to the best compared isomer or geometry (same formula, charge and spin)**: 98.8 kJ/mol
**LUMO level (spin up / spin down)**: -9.32 / -9.35 eV
**Spin multiplicity**: 5
**HOMO-LUMO gap (spin up / spin down)**: 0.2805 / 0.2799 hartree
**E_tot**: -93111.230 eV
**Net charge**: +3
**Max |F|**: 0.069 hartree/bohr

Positions of all 79 atoms, in Å:
Ho (0.3359, 0.7488, 0.1368)
P (-2.2042, -0.8616, -0.6654)
P (1.3192, 0.8280, -2.3322)
P (-1.7791, 2.5859, 0.6853)
H (2.2175, -0.0227, 2.8648)
C (1.4452, 0.3358, 3.5492)
C (0.3243, -0.3397, 3.8370)
H (0.2489, -1.4237, 3.7749)
C (-2.3554, -2.5934, -1.2626)
C (-2.9742, -0.1465, -2.1604)
C (-3.6459, -1.0220, 0.4393)
C (3.0312, 1.4223, -2.6046)
C (1.1086, -0.6128, -3.4340)
C (0.3509, 1.9901, -3.3558)
C (-2.5293, 2.1896, 2.3186)
C (-3.4126, 2.5646, -0.1696)
C (-1.3570, 4.3727, 0.7591)
H (1.5235, 1.3835, 3.8381)
H (-0.5712, 0.2307, 4.1077)
H (-2.3726, -3.3087, -0.4369)
H (-1.5688, -2.8565, -1.9718)
H (-3.3249, -2.6526, -1.7757)
H (-2.2417, -0.1159, -2.9712)
H (-3.3698, 0.8511, -1.9949)
H (-3.7975, -0.8051, -2.4483)
H (-3.3927, -1.7342, 1.2299)
H (-4.4649, -1.4358, -0.1531)
H (-3.9689, -0.0923, 0.9025)
H (3.0507, 2.2553, -3.3219)
H (3.6926, 0.6295, -2.9684)
H (3.4184, 1.7659, -1.6300)
H (1.2701, -0.2664, -4.4660)
H (0.0919, -1.0169, -3.3333)
H (1.8024, -1.4159, -3.1666)
H (0.8839, 2.0684, -4.3151)
H (0.2633, 2.9698, -2.8701)
H (-0.6604, 1.5930, -3.5135)
H (-3.0532, 3.0724, 2.7074)
H (-1.7678, 1.8441, 3.0275)
H (-3.2650, 1.3858, 2.1763)
H (-4.0978, 3.3445, 0.1944)
H (-3.8961, 1.6004, 0.0281)
H (-3.2904, 2.6669, -1.2514)
H (-2.2713, 4.9825, 0.7189)
H (-0.7412, 4.6349, -0.1157)
H (-0.7679, 4.6549, 1.6437)
C (2.5543, 3.3834, 1.1545)
C (3.6563, 3.8141, 0.4183)
C (4.2155, 5.0582, 0.7476)
C (3.7652, 5.7936, 1.8495)
C (2.7439, 5.2884, 2.6438)
C (2.1289, 4.0711, 2.2886)
O (1.8874, 2.1766, 0.7858)
H (2.5280, 1.5412, 0.4054)
H (4.0936, 3.1727, -0.3522)
H (5.0193, 5.4530, 0.1361)
H (4.2137, 6.7613, 2.0885)
H (2.4363, 5.8317, 3.5466)
H (1.3646, 3.6423, 2.9285)
C (1.3465, -4.0751, -2.2711)
N (0.7751, -4.5939, -1.0250)
C (0.9596, -6.0327, -0.8016)
C (0.5090, -3.7641, 0.0244)
S (0.9401, -2.0703, -0.0040)
N (-0.0879, -4.3582, 1.1002)
C (-1.1861, -5.3185, 0.9189)
C (-0.0464, -3.6870, 2.3831)
H (1.3904, -4.9026, -2.9965)
H (2.3615, -3.6702, -2.1075)
H (0.6946, -3.2955, -2.6906)
H (1.2967, -6.2256, 0.2259)
H (0.0234, -6.5772, -0.9929)
H (1.6969, -6.4104, -1.5230)
H (-0.8147, -6.3449, 1.0533)
H (-1.9219, -5.1290, 1.7071)
H (-1.6797, -5.2053, -0.0602)
H (0.9916, -3.5020, 2.6682)
H (-0.5907, -2.7411, 2.3678)
H (-0.5015, -4.3331, 3.1314)

***

Below is a single C4H5N3S molecule at a distorted geometry, with properties calculated with ωB97M-V with the def2-TZVPD basis set.

## Properties
**Energy relative to the best compared isomer or geometry (same formula, charge and spin)**: 1.0 kJ/mol
**LUMO level**: 0.72 eV
**HOMO-LUMO gap**: 0.3230 hartree
**E_tot**: -19534.870 eV
**Net charge**: 0
**Max |F|**: 0.056 hartree/bohr
**Structure (SMILES)**: Nc1cc(=S)[nH]cn1

Positions of all 13 atoms, in Å:
N (-2.2096, 0.0960, 0.6517)
C (-0.9095, 0.0505, 0.2121)
C (0.1098, 0.6631, 0.8264)
C (1.4316, 0.5268, 0.3506)
S (2.7861, 1.0595, 1.0825)
N (1.5122, -0.2521, -0.7565)
C (0.4439, -0.7597, -1.4065)
N (-0.7730, -0.7066, -0.9622)
H (-2.8490, -0.7124, 0.3599)
H (-2.3921, 0.3969, 1.5671)
H (-0.1217, 1.2975, 1.6644)
H (2.3958, -0.4102, -1.1907)
H (0.5754, -1.2493, -2.3988)

***

Below is a molecular structure, C50H50AsBr4IMnN6O5 at a distorted geometry, with properties calculated with ωB97M-V with the def2-TZVPD basis set.

## Properties
**Energy relative to the best compared isomer or geometry (same formula, charge and spin)**: 0.0 kJ/mol
**LUMO level (spin up / spin down)**: 3.80 / 3.80 eV
**Spin multiplicity**: 6
**HOMO-LUMO gap (spin up / spin down)**: 0.1715 / 0.1868 hartree
**E_tot**: -452274.521 eV
**Net charge**: -2
**Max |F|**: 0.065 hartree/bohr

Positions of all 118 atoms, in Å:
Mn (-0.2549, -1.4189, -0.1734)
Br (-5.9391, -3.1329, 3.3948)
C (-4.7013, -3.0534, 1.9710)
C (-5.0119, -3.6202, 0.7474)
Br (-6.6686, -4.5056, 0.5097)
C (-4.1247, -3.5157, -0.3163)
Br (-4.5639, -4.1714, -2.0368)
C (-2.8988, -2.8593, -0.2000)
O (-2.0692, -2.7040, -1.1473)
C (-2.5673, -2.2856, 1.0963)
O (-1.4454, -1.6801, 1.1675)
C (-3.4870, -2.3940, 2.1329)
Br (-3.0381, -1.5514, 3.7672)
C (-4.4200, 2.8595, -3.8199)
C (-3.0848, 3.5409, -3.9321)
C (-2.8963, 4.5581, -4.8418)
C (-1.6815, 5.2382, -4.9494)
C (-0.6542, 4.9190, -4.0658)
C (-0.8132, 3.9060, -3.1481)
C (-2.0049, 3.1563, -3.1035)
N (-2.1547, 2.0815, -2.2264)
C (-1.2796, 1.0543, -1.9282)
N (-0.1113, 1.0581, -2.5966)
C (0.9920, 0.1924, -2.5399)
C (1.0996, -0.8502, -1.5942)
C (2.3289, -1.5349, -1.6382)
C (3.3367, -1.2650, -2.5467)
C (3.1527, -0.2778, -3.4984)
C (1.9870, 0.4641, -3.4987)
C (1.8138, 1.5657, -4.5142)
N (-1.6233, 0.1363, -1.0648)
C (-2.9795, 0.0897, -0.6867)
C (-3.3674, 0.4677, 0.5967)
C (-4.6918, 0.3841, 0.9851)
C (-5.6450, -0.0844, 0.0964)
C (-5.2629, -0.4767, -1.1768)
C (-3.9443, -0.3888, -1.5962)
C (-3.5342, -0.8581, -2.9608)
H (-5.1285, 3.2997, -4.5207)
H (-4.8295, 2.9654, -2.8130)
H (-4.3434, 1.7938, -4.0340)
H (-3.7133, 4.8292, -5.4973)
H (-1.5542, 6.0180, -5.6848)
H (0.2726, 5.4755, -4.0891)
H (-0.0436, 3.6972, -2.4178)
H (-3.0898, 1.9172, -1.8775)
H (-0.0229, 1.8196, -3.2543)
H (2.5207, -2.3207, -0.9153)
H (4.2685, -1.8173, -2.5177)
H (3.9221, -0.0714, -4.2314)
H (2.6580, 1.5698, -5.2013)
H (1.7792, 2.5411, -4.0233)
H (0.9021, 1.4371, -5.1024)
H (-2.6003, 0.7870, 1.2912)
H (-4.9796, 0.6622, 1.9890)
H (-6.6825, -0.1576, 0.3958)
H (-6.0019, -0.8795, -1.8578)
H (-4.3684, -1.3314, -3.4751)
H (-2.7270, -1.5834, -2.8498)
H (-3.1574, -0.0402, -3.5759)
C (-1.1272, 3.6271, 1.3670)
As (0.2896, 2.2829, 0.8966)
C (1.5528, 3.6472, 0.2063)
C (0.9406, 2.0747, 2.7869)
C (2.0294, 2.9691, 3.2355)
C (1.8136, 3.9301, 4.2197)
C (2.8449, 4.7392, 4.6626)
C (4.1154, 4.6072, 4.1252)
C (4.3380, 3.6654, 3.1301)
C (3.3082, 2.8598, 2.6871)
H (-0.7348, 4.4975, 1.8908)
H (-1.8750, 3.1526, 2.0003)
H (-1.6304, 3.9633, 0.4607)
H (1.9043, 4.3449, 0.9669)
H (1.0422, 4.2151, -0.5713)
H (2.4042, 3.1395, -0.2372)
H (1.2757, 1.0411, 2.8462)
H (0.0653, 2.1919, 3.4284)
H (0.8282, 4.0229, 4.6581)
H (2.6647, 5.4713, 5.4414)
H (4.9280, 5.2344, 4.4769)
H (5.3248, 3.5483, 2.7031)
H (3.4687, 2.1453, 1.8923)
I (-0.6476, -5.1660, 1.4957)
C (0.4966, -4.8187, -0.2659)
C (1.2503, -5.8714, -0.7170)
C (1.8498, -5.7750, -1.9744)
C (1.4551, -4.6999, -2.7811)
C (0.6598, -3.7213, -2.2528)
N (0.2836, -3.6825, -0.9412)
H (1.3849, -6.7496, -0.1034)
H (2.5281, -6.5351, -2.3261)
H (1.7618, -4.6428, -3.8142)
H (0.2818, -2.9131, -2.8602)
C (3.4177, -4.2270, 1.6167)
C (3.0357, -3.8910, 3.0537)
C (2.7586, -2.3853, 3.2528)
C (2.5159, -2.1323, 4.7607)
C (2.3472, -0.6617, 5.1241)
C (3.9596, -1.5695, 2.8412)
O (5.0881, -1.7432, 3.2714)
N (3.6813, -0.5538, 1.9836)
C (2.5017, -0.3639, 1.2249)
O (2.4971, 0.5955, 0.4597)
N (1.4794, -1.1956, 1.4185)
C (1.4728, -2.0665, 2.4635)
O (0.4528, -2.6383, 2.8013)
H (3.5817, -5.3004, 1.5171)
H (4.3342, -3.7121, 1.3244)
H (2.6219, -3.9327, 0.9330)
H (3.8414, -4.1970, 3.7278)
H (2.1225, -4.4284, 3.3228)
H (3.3686, -2.5403, 5.3090)
H (1.6190, -2.6780, 5.0606)
H (3.1956, -0.0705, 4.7815)
H (2.2767, -0.5573, 6.2073)
H (1.4391, -0.2609, 4.6803)
H (4.4475, 0.0602, 1.7316)

***

Below is a molecular structure, C20H23N2O4S4 at a distorted geometry, with properties calculated with ωB97M-V with the def2-TZVPD basis set.

## Properties
**Energy relative to the best compared isomer or geometry (same formula, charge and spin)**: 555.7 kJ/mol
**LUMO level**: 2.27 eV
**HOMO-LUMO gap**: 0.1980 hartree
**E_tot**: -75615.809 eV
**Net charge**: -1
**Max |F|**: 0.098 hartree/bohr

Positions of all 53 atoms, in Å:
C (-5.7025, -2.3936, -0.1007)
N (-4.2886, -2.1967, 0.0923)
C (-3.5025, -3.3762, -0.1965)
C (-2.0252, -3.1417, 0.0165)
N (-1.5915, -1.8595, -0.6276)
C (-0.3804, -1.7971, -1.1099)
S (0.6526, -2.8491, -1.7832)
S (0.7558, 0.0853, -0.7803)
C (-2.3768, -0.6853, -0.1424)
C (-3.8276, -0.9451, -0.4671)
H (-6.2253, -1.4806, 0.1944)
H (-5.9654, -2.6111, -1.1473)
H (-6.0527, -3.2224, 0.5196)
H (-3.8306, -4.1452, 0.5094)
H (-3.6695, -3.7652, -1.2177)
H (-1.8318, -3.0450, 1.0953)
H (-1.4014, -3.9367, -0.4060)
H (-2.2455, -0.6127, 0.9493)
H (-2.0492, 0.2192, -0.6549)
H (-3.9606, -0.9153, -1.5663)
H (-4.4414, -0.1548, -0.0225)
C (-0.0974, 3.6952, 2.6267)
C (-0.1389, 2.3847, 3.1127)
C (1.0174, 1.6087, 3.1205)
C (2.1904, 2.1679, 2.6281)
S (3.5517, 1.0553, 2.2245)
C (2.9826, 0.4565, 0.6181)
C (2.7495, 1.2707, -0.5848)
S (2.5916, -1.2252, 0.4617)
C (2.0663, -1.1423, -1.2371)
C (1.4646, 1.6219, -1.3208)
C (1.5919, 1.9839, -2.7518)
C (2.0335, 1.1270, -3.7178)
C (2.6114, -0.1727, -3.5513)
C (2.7454, -1.0215, -2.4691)
O (3.6430, -2.1985, 0.4571)
O (1.4165, -1.4127, 1.3099)
O (4.7251, 1.8792, 2.1484)
O (3.4698, -0.0697, 3.1394)
C (2.2756, 3.4957, 2.2128)
C (1.1059, 4.2523, 2.1790)
H (-1.0121, 4.2868, 2.5854)
H (-1.0663, 1.9423, 3.4759)
H (1.0134, 0.5821, 3.4810)
H (3.5394, 0.9164, -1.2288)
H (3.0541, 2.2610, -0.2998)
H (0.7046, 2.0392, -0.6225)
H (1.1559, 2.9508, -2.9786)
H (1.8916, 1.4496, -4.7649)
H (2.9806, -0.6092, -4.5069)
H (3.3259, -1.9247, -2.5915)
H (3.2342, 3.9102, 1.9057)
H (1.1426, 5.2679, 1.7843)